1.
12 unconnected molecules or ions with the total composition C54H63F24NO16 at a distorted geometry. Source: the OMol25 dataset; level of theory: ωB97M-V/def2-TZVPD.

Calculated values
* SMILES: CCOC(=O)C(F)(F)F.CCOC(=O)C(F)(F)F.CCOC(=O)C(F)(F)F.CCOC(=O)C(F)(F)F.CCOC(=O)C(F)(F)F.CCOC(=O)C(F)(F)F.CCOC(=O)C(F)(F)F.CCOC(=O)C(F)(F)F.c1cc[nH]c1.c1ccccc1.c1ccccc1.c1ccccc1
* DFT total energy: -5750.751790 a.u.
* relative energy (zero: lowest compared OMol25 entry of this formula, charge and spin): 25.9 kJ/mol
* orbital gap: 8.62 eV

Structure (ORCA input):
```
! RIJCOSX wB97M-V def2-TZVPD def2/J DEFGRID3
* xyz 0 1
N 2.0252 -3.1134 5.2849
C 2.1056 -3.6514 4.0468
C 1.0300 -4.4660 3.9305
C 0.3060 -4.3622 5.1525
C 0.9656 -3.5396 6.0336
H 2.5715 -2.3462 5.6495
H 2.8129 -3.2106 3.3599
H 0.8170 -5.0375 3.0391
H -0.6523 -4.8163 5.3570
H 0.7551 -3.2710 7.0583
C -2.6808 -6.2732 -3.6938
C -2.1451 -6.5319 -4.9710
C -0.9700 -5.9504 -5.3410
C -0.2745 -5.1716 -4.3709
C -0.7486 -4.9723 -3.0755
C -1.9754 -5.5356 -2.7741
H -3.5844 -6.7530 -3.3480
H -2.6628 -7.2192 -5.6236
H -0.5307 -6.0881 -6.3180
H 0.6069 -4.6542 -4.7199
H -0.1565 -4.4915 -2.3109
H -2.3479 -5.3988 -1.7696
C -4.2520 -4.5693 2.9537
C -5.1441 -4.2161 3.9273
C -6.0995 -5.1819 4.3841
C -6.1154 -6.4555 3.7447
C -5.2140 -6.7670 2.7281
C -4.2758 -5.8216 2.3455
H -3.5685 -3.7573 2.7536
H -5.2616 -3.2909 4.4719
H -6.8272 -5.0722 5.1746
H -6.7827 -7.2442 4.0595
H -5.2164 -7.7516 2.2844
H -3.5879 -6.0764 1.5529
C -4.2132 1.7894 2.7132
C -4.6333 2.8058 3.5536
C -3.8010 3.8914 3.7105
C -2.5029 3.8617 3.4043
C -2.0441 2.7841 2.5671
C -2.9213 1.7229 2.2689
H -4.8976 0.9590 2.6209
H -5.6202 2.9252 3.9756
H -4.2103 4.7844 4.1594
H -1.8856 4.7100 3.6605
H -1.0706 2.7273 2.1028
H -2.5939 0.8829 1.6742
C 5.2018 -4.0632 1.8227
C 5.7115 -3.7993 0.3618
O 7.1317 -3.3566 0.4168
C 7.5375 -2.1325 0.8747
O 6.8220 -1.2645 1.3539
C 9.0464 -1.8487 0.3883
F 8.9811 -1.4196 -0.9181
F 9.6322 -0.8597 1.0612
F 9.8288 -2.9063 0.5318
H 4.1428 -4.2676 1.9802
H 5.4233 -3.1688 2.4050
H 5.7911 -4.8236 2.3351
H 5.0294 -3.1170 -0.1452
H 5.7209 -4.7830 -0.1076
C 2.7512 0.0240 -6.5246
C 2.6285 1.1737 -5.6238
O 1.6610 2.0650 -6.1781
C 1.4202 3.3521 -5.6830
O 2.0576 3.8297 -4.6775
C 0.4246 4.1385 -6.5268
F -0.0334 3.4589 -7.5829
F -0.5219 4.5938 -5.7393
F 1.1572 5.1470 -7.0945
H 1.7415 -0.2511 -6.8296
H 3.3059 -0.7586 -6.0069
H 3.2739 0.3516 -7.4232
H 3.5637 1.7191 -5.4963
H 2.1465 1.0586 -4.6530
C -4.8501 6.0948 -3.9667
C -3.5617 6.0146 -3.1849
O -3.0057 4.6891 -3.3695
C -2.0329 4.3272 -2.5588
O -1.3319 5.0487 -1.8525
C -1.7987 2.8112 -2.5656
F -2.4812 2.2946 -1.5508
F -2.2011 2.1863 -3.7101
F -0.4972 2.5580 -2.2505
H -5.2707 7.0984 -3.9035
H -5.6682 5.4774 -3.5958
H -4.6052 5.7826 -4.9819
H -3.9184 6.0864 -2.1574
H -2.9635 6.8940 -3.4236
C -5.3040 0.8065 -2.0019
C -4.2189 -0.0797 -2.7625
O -4.6608 -1.4135 -2.8865
C -4.8246 -2.1976 -1.7579
O -4.6680 -1.8822 -0.5335
C -5.2252 -3.6567 -2.1078
F -5.1079 -3.8495 -3.4189
F -4.3939 -4.4659 -1.4373
F -6.4866 -3.9846 -1.8253
H -5.6619 1.6258 -2.6254
H -4.9431 1.0518 -1.0031
H -6.1604 0.1656 -1.7927
H -3.2291 -0.0927 -2.3062
H -4.2018 0.3014 -3.7836
C 6.2197 2.1760 0.5301
C 6.5381 1.4247 -0.7084
O 7.0020 2.5174 -1.5028
C 6.7360 2.5336 -2.8496
O 6.3531 1.5255 -3.4738
C 7.0981 3.8454 -3.5243
F 8.3024 3.6776 -4.1803
F 6.1217 4.2729 -4.3413
F 7.1518 4.8065 -2.6836
H 5.7989 1.4105 1.1820
H 5.6009 3.0539 0.3445
H 7.1006 2.5554 1.0480
H 5.6822 0.7918 -0.9432
H 7.4210 0.8038 -0.5564
C -3.4504 2.6960 7.8124
C -4.1624 1.6684 6.9653
O -3.1085 0.9385 6.3366
C -3.4330 -0.1969 5.7001
O -4.5099 -0.7816 5.7104
C -2.2785 -0.7000 4.8200
F -2.8648 -0.8477 3.5996
F -1.3165 0.1518 4.6779
F -1.8264 -1.8384 5.2374
H -3.1280 2.0509 8.6297
H -3.9751 3.5939 8.1387
H -2.5672 3.1560 7.3691
H -4.8678 2.1168 6.2657
H -4.6941 0.9609 7.6015
C -1.2317 -1.9557 1.0992
C -0.1526 -2.5790 0.3379
O 0.3938 -1.5541 -0.4269
C 1.6415 -1.6162 -1.0159
O 2.3559 -2.6421 -0.9268
C 2.1635 -0.3208 -1.6017
F 1.1387 0.5272 -2.0366
F 3.0276 0.2479 -0.6105
F 2.8706 -0.5137 -2.7779
H -1.9696 -1.3523 0.5704
H -0.7883 -1.3025 1.8507
H -1.8385 -2.5684 1.7659
H -0.5214 -3.4244 -0.2429
H 0.6148 -2.8527 1.0620
C 2.6041 3.5976 -1.1412
C 2.5578 5.0598 -0.7091
O 3.3889 5.2711 0.4334
C 3.5241 6.4915 0.9833
O 3.1538 7.5074 0.3972
C 4.0979 6.5265 2.4455
F 3.1733 6.8248 3.3154
F 4.6408 5.3688 2.8184
F 5.0716 7.4435 2.5007
H 2.2666 3.0964 -0.2341
H 3.6390 3.3644 -1.3917
H 1.9168 3.4727 -1.9780
H 1.5096 5.3132 -0.5501
H 2.9751 5.6355 -1.5353
*
```

=====

2.
A molecular structure, C54H64F6Ge2O2PPtS6Sb at a distorted geometry. Source: the OMol25 dataset; level of theory: ωB97M-V/def2-TZVPD.

Calculated values
* DFT total energy: -10090.240763 a.u.
* orbital gap (spin up / spin down): 5.64 / 6.48 eV

Structure (ORCA input):
```
! RIJCOSX wB97M-V def2-TZVPD def2/J DEFGRID3
* xyz -1 2
Pt 0.6194 1.6495 0.6750
C 0.8387 -6.5151 -3.1063
C 0.3829 -5.1039 -3.3607
C 1.2832 -4.0502 -3.3578
C 0.8929 -2.7484 -3.6600
C 1.9408 -1.6680 -3.7416
C -0.4578 -2.4978 -3.9272
C -1.3955 -3.5397 -3.8871
C -2.8666 -3.2832 -4.0855
C -0.9547 -4.8285 -3.6246
C -0.8496 -1.1799 -4.5038
C -1.1232 -1.1948 -5.8723
C -1.4127 -0.0299 -6.5528
C -1.3777 1.1738 -5.8718
C -1.0799 1.2264 -4.5133
C -0.8534 0.0309 -3.8032
Ge -0.7501 0.0551 -1.8375
S -0.5335 2.1481 -1.1565
S 0.7618 -0.9854 -0.5080
Ge -1.0450 -1.1021 0.8782
S -1.1097 0.8380 1.9344
S -2.4748 -1.0114 -0.8655
C -1.1158 -2.6540 2.1106
C -2.0977 -3.6538 2.0014
C -2.1080 -4.7255 2.8918
C -1.1556 -4.8370 3.8855
C -0.2057 -3.8444 4.0165
C -0.1812 -2.7474 3.1577
C 0.8254 -1.7011 3.4982
C 2.1101 -1.7227 2.9663
C 2.5725 -2.7950 2.0195
C 3.0356 -0.7669 3.3945
C 2.7268 0.1297 4.4012
C 3.7309 1.1295 4.9009
C 1.4481 0.0973 4.9546
C 0.4840 -0.7821 4.5036
C -0.9049 -0.7384 5.0819
C -3.2077 -3.6376 1.0081
C -3.2400 -4.6118 0.0098
C -2.1091 -5.5866 -0.1840
C -4.3236 -4.6475 -0.8626
C -5.3655 -3.7396 -0.7678
C -6.5267 -3.7850 -1.7235
C -5.3178 -2.7851 0.2423
C -4.2610 -2.7224 1.1386
C -4.2673 -1.6750 2.2223
C -0.9519 2.6023 -3.9439
C -2.0685 3.3296 -3.5331
C -3.4489 2.7274 -3.5034
C -1.8880 4.6292 -3.0601
C -0.6350 5.2087 -2.9827
C -0.4382 6.5721 -2.3820
C 0.4622 4.4811 -3.4450
C 0.3266 3.1951 -3.9302
C 1.5339 2.4203 -4.3776
H 1.8259 -6.5332 -2.6459
H 0.8956 -7.0782 -4.0408
H 0.1458 -7.0417 -2.4485
H 2.3285 -4.2432 -3.1435
H 2.9362 -2.1058 -3.7948
H 1.9311 -1.0192 -2.8627
H 1.7965 -1.0331 -4.6170
H -3.0568 -2.4322 -4.7358
H -3.3299 -3.0651 -3.1212
H -3.3619 -4.1598 -4.5060
H -1.6781 -5.6382 -3.6163
H -1.0996 -2.1449 -6.3925
H -1.6371 -0.0555 -7.6118
H -1.5556 2.1064 -6.3935
H -2.8827 -5.4755 2.7856
H -1.1650 -5.6808 4.5638
H 0.5354 -3.8922 4.8054
H 1.7538 -3.4233 1.6693
H 3.2954 -3.4429 2.5222
H 3.0772 -2.3668 1.1585
H 4.0235 -0.7586 2.9453
H 4.7523 0.7957 4.7201
H 3.6044 1.3061 5.9703
H 3.5912 2.0856 4.3928
H 1.1969 0.7970 5.7437
H -0.9716 0.0275 5.8544
H -1.1969 -1.6949 5.5192
H -1.6382 -0.5016 4.3068
H -1.4531 -5.6470 0.6790
H -1.5020 -5.2746 -1.0320
H -2.4895 -6.5878 -0.3972
H -4.3473 -5.4072 -1.6377
H -6.3761 -4.5461 -2.4885
H -6.6587 -2.8243 -2.2243
H -7.4576 -4.0116 -1.2000
H -6.1219 -2.0615 0.3287
H -5.2785 -1.3005 2.3798
H -3.6467 -0.8126 1.9585
H -3.8917 -2.0708 3.1667
H -3.4756 1.7331 -3.9466
H -4.1597 3.3586 -4.0402
H -3.7954 2.6427 -2.4710
H -2.7514 5.1792 -2.7004
H -1.3929 7.0531 -2.1715
H 0.1340 7.2166 -3.0518
H 0.1150 6.4969 -1.4427
H 1.4531 4.9175 -3.3853
H 2.4071 3.0671 -4.4448
H 1.3682 1.9443 -5.3458
H 1.7819 1.6338 -3.6605
F 3.1704 1.1874 0.1450
Sb 4.7141 0.6482 -0.8691
F 5.5760 0.3251 0.7856
F 6.2408 0.0885 -1.8218
F 4.0536 -1.1284 -0.8757
F 3.7447 0.9533 -2.4642
F 5.3223 2.4288 -0.9031
C -0.2879 3.4404 4.1103
C 0.0375 4.8738 4.4476
C 0.9457 5.0243 5.6565
O 0.5593 5.5855 3.3103
P 1.7721 5.2711 2.3269
S 2.3317 6.9080 1.4631
S 1.1964 3.9923 0.8302
O 2.8235 4.5788 3.3106
C 4.2712 4.5217 3.1109
C 4.6329 3.9957 1.7401
C 4.9202 5.8458 3.4709
H -0.6759 2.9338 4.9934
H 0.5993 2.9018 3.7745
H -1.0388 3.3916 3.3245
H -0.8966 5.4069 4.6421
H 1.8298 4.3948 5.5652
H 0.3979 4.7348 6.5558
H 1.2655 6.0611 5.7613
H 4.5771 3.7846 3.8545
H 4.3968 4.7180 0.9587
H 4.1000 3.0707 1.5258
H 5.7020 3.7814 1.7051
H 4.8073 6.5755 2.6728
H 5.9831 5.6727 3.6517
H 4.4768 6.2548 4.3795
*
```

=====

3.
A molecular structure, C54H69As2Cl3MnN3OS3SbSi3 at a distorted geometry. Source: the OMol25 dataset; level of theory: ωB97M-V/def2-TZVPD.

Calculated values
* DFT total energy: -11643.767110 a.u.
* relative energy (zero: lowest compared OMol25 entry of this formula, charge and spin): 0.0 kJ/mol
* orbital gap (spin up / spin down): 4.35 / 4.34 eV

Structure (ORCA input):
```
! RIJCOSX wB97M-V def2-TZVPD def2/J DEFGRID3
* xyz 4 4
Mn 0.2440 0.3821 0.8264
C 0.1665 -2.0867 2.5520
C -0.9396 -1.0802 2.2172
As -0.7822 0.6799 3.2402
C -2.2736 1.5230 2.2952
C -2.0231 1.9062 0.9788
C -2.9700 2.5540 0.2024
C -4.2025 2.8563 0.7695
C -4.4632 2.5073 2.0868
C -3.5068 1.8440 2.8494
C -1.5754 0.0959 4.8890
C -2.7416 -0.6683 4.9252
C -3.2693 -1.0445 6.1488
C -2.6468 -0.6480 7.3284
C -1.4962 0.1228 7.2887
C -0.9476 0.4899 6.0662
As 1.8563 -1.2626 1.9420
C 3.1110 -2.7198 1.8376
C 4.4620 -2.3869 1.7685
C 5.4144 -3.3918 1.8242
C 5.0202 -4.7186 1.9416
C 3.6737 -5.0453 1.9987
C 2.7096 -4.0465 1.9419
C 2.4342 -0.3731 3.5583
C 2.9206 0.9277 3.5089
C 3.3435 1.5471 4.6766
C 3.2677 0.8742 5.8877
C 2.7944 -0.4319 5.9333
C 2.3850 -1.0621 4.7678
H -0.0096 -3.0116 1.9972
H 0.2034 -2.3286 3.6144
H -1.9463 -1.4603 2.3745
H -0.9529 -0.9347 1.1027
H -1.0267 1.7734 0.5152
H -2.7459 2.8565 -0.8128
H -4.9444 3.3951 0.1957
H -5.4117 2.7726 2.5341
H -3.7235 1.5926 3.8797
H -3.2583 -0.9454 4.0123
H -4.1726 -1.6383 6.1902
H -3.0679 -0.9385 8.2811
H -1.0262 0.4445 8.2080
H -0.0353 1.0745 6.0346
H 4.7779 -1.3520 1.6916
H 6.4651 -3.1394 1.7876
H 5.7666 -5.4994 1.9910
H 3.3714 -6.0789 2.1007
H 1.6643 -4.3190 1.9997
H 2.9866 1.4633 2.5683
H 3.7474 2.5501 4.6394
H 3.5948 1.3617 6.7964
H 2.7565 -0.9648 6.8739
H 2.0715 -2.0992 4.8094
S -0.5782 -0.4881 -1.5322
C -0.6614 0.9150 -2.5656
N 0.3450 1.7436 -2.6289
C 0.2551 2.8838 -3.5511
C -1.1091 2.7989 -4.2553
S -1.9769 1.3449 -3.5665
H 1.1957 1.5866 -2.0915
H 1.0762 2.8235 -4.2642
H 0.3593 3.8080 -2.9836
H -1.0108 2.6532 -5.3277
H -1.7253 3.6752 -4.0720
C -4.9428 -1.8136 0.9767
Si -3.9393 -3.3255 0.6155
C -2.9221 -4.0137 1.9972
C -4.7482 -4.6643 -0.3754
Sb -2.3434 -2.6369 -1.4889
Si -4.0017 -1.8519 -3.4570
C -4.8219 -0.3578 -2.7227
C -5.1455 -3.2927 -3.6921
C -2.8604 -1.6354 -4.9083
Si -0.4952 -4.3724 -2.4458
C 0.7256 -4.4252 -1.0554
C -1.6385 -5.8213 -2.5833
C 0.1065 -3.5595 -3.9892
H -5.4019 -1.9194 1.9638
H -5.7527 -1.7040 0.2545
H -4.3525 -0.8948 0.9785
H -3.6080 -4.5685 2.6472
H -2.4208 -3.2764 2.6175
H -2.1842 -4.7305 1.6335
H -5.6337 -4.9695 0.1949
H -4.1135 -5.5439 -0.4851
H -5.0968 -4.3569 -1.3568
H -5.4783 -0.6487 -1.9021
H -5.4424 0.1273 -3.4817
H -4.1172 0.3806 -2.3451
H -5.9428 -3.3187 -2.9506
H -4.6372 -4.2575 -3.7083
H -5.6234 -3.1749 -4.6699
H -1.8544 -1.3248 -4.6349
H -3.2659 -0.8899 -5.5963
H -2.7910 -2.5766 -5.4563
H 0.2637 -4.7766 -0.1316
H 1.1822 -3.4479 -0.8829
H 1.5345 -5.1198 -1.3001
H -1.9704 -6.1656 -1.6029
H -1.0913 -6.6497 -3.0455
H -2.5080 -5.6283 -3.2129
H 0.3160 -2.5026 -3.8174
H -0.5981 -3.6554 -4.8141
H 1.0430 -4.0337 -4.2967
Cl 9.4737 3.9621 -0.9128
C 7.8836 4.3410 -0.3778
C 7.1685 5.3609 -0.9966
C 5.9006 5.6654 -0.5388
C 5.3165 4.9719 0.5221
C 3.9645 5.4066 1.0314
C 2.8635 5.1184 -0.0049
N 2.5780 3.6770 -0.0627
C 3.3367 2.7238 -0.6957
C 2.7104 1.5320 -0.4894
N 1.5603 1.7596 0.2535
C 1.5296 3.0675 0.4933
O 3.9899 6.7933 1.2620
C 3.0943 7.2356 2.2884
C 3.4462 6.6790 3.6311
C 2.8375 5.6206 4.2379
Cl 1.4878 4.7158 3.6264
S 3.5010 5.2317 5.7655
C 4.6543 6.4900 5.6093
C 4.5112 7.1722 4.4442
C 6.0569 3.9510 1.1033
Cl 5.3841 2.9959 2.4054
C 7.3326 3.6253 0.6731
H 7.6152 5.9165 -1.8087
H 5.3644 6.4934 -0.9867
H 3.7243 4.8531 1.9419
H 3.1766 5.4461 -0.9952
H 1.9410 5.6362 0.2546
H 4.2502 2.9740 -1.2087
H 3.0139 0.5414 -0.7872
H 0.7804 3.5884 1.0695
H 2.0559 6.9958 2.0337
H 3.1948 8.3194 2.2890
H 5.3666 6.6642 6.3990
H 5.1308 8.0112 4.1635
H 7.8939 2.8387 1.1559
*
```

=====

- Which of these has the lowest DFT total energy?
  C54H69As2Cl3MnN3OS3SbSi3